Density functional theory data (ωB97M-V with the def2-TZVPD basis set) for 7 unconnected molecules or ions with the total composition C18H51N4O12.

The relative energy (zero: lowest compared OMol25 entry of this formula, charge and spin) comes out at 0.0 kcal/mol. For the maximum force, the calculation gives 1.691 eV/A. The net charge is -1. The calculation puts the HOMO energy at -6.53 eV. The HOMO-LUMO gap is 9.1 eV.

```
85
Properties=species:S:1:pos:R:3:mulliken_charge:R:1
N 0.185 -0.455 0.240 0.762
O 0.504 0.108 -0.814 -0.572
O 0.962 -1.258 0.799 -0.896
O -0.918 -0.224 0.771 0.001
C 1.598 -2.289 -3.226 -0.032
C 2.631 -2.132 -2.118 -0.503
O 2.381 -3.027 -1.059 -0.559
O 0.305 -2.055 -2.729 -0.506
H 1.623 -3.302 -3.631 0.389
H 1.832 -1.614 -4.065 -0.068
H 2.697 -1.093 -1.784 0.224
H 3.618 -2.370 -2.550 0.398
H 2.009 -2.533 -0.317 0.400
H 0.378 -1.368 -2.052 0.143
C -2.458 -2.197 2.705 0.620
C -3.065 -3.126 3.714 -0.902
O -4.321 -3.646 3.344 -0.577
O -1.775 -2.998 1.732 -0.680
H -1.721 -1.522 3.157 -0.175
H -3.192 -1.579 2.177 0.287
H -3.041 -2.642 4.699 0.373
H -2.372 -3.964 3.870 0.352
H -4.134 -4.404 2.785 0.336
H -1.221 -2.399 1.214 0.226
C -3.106 -0.878 -2.112 -0.042
C -4.243 -0.811 -3.107 -0.476
O -4.377 0.479 -3.688 -0.529
O -3.362 0.092 -1.117 -0.637
H -2.128 -0.743 -2.586 0.127
H -3.107 -1.887 -1.675 0.251
H -5.155 -1.118 -2.584 0.269
H -4.012 -1.514 -3.911 0.335
H -3.981 1.091 -3.057 0.338
H -2.567 0.329 -0.626 0.208
C 3.373 2.259 -6.015 -1.654
C 2.532 1.073 -5.591 0.827
C 1.063 1.315 -5.764 -0.751
O 0.563 2.329 -4.917 -0.442
C 0.522 1.984 -3.544 -0.170
N 2.901 -0.189 -6.336 -0.648
H 3.440 2.399 -7.100 0.336
H 4.416 2.179 -5.681 0.398
H 3.052 3.205 -5.569 0.356
H 2.825 0.858 -4.562 0.102
H 0.486 0.405 -5.537 0.316
H 0.799 1.559 -6.796 0.365
H 1.179 1.160 -3.263 0.163
H -0.511 1.737 -3.280 0.215
H 0.791 2.871 -2.969 -0.037
H 3.903 -0.269 -6.177 0.282
H 2.815 0.048 -7.324 0.302
C -2.703 2.112 2.311 -0.915
C -1.831 3.336 2.157 0.762
C -0.717 3.075 1.192 -0.559
O -0.012 4.277 0.947 -0.450
C 0.950 4.139 -0.065 -0.220
N -2.649 4.470 1.684 -0.786
H -3.198 1.790 1.398 0.180
H -3.385 2.265 3.150 0.429
H -2.075 1.260 2.602 -0.062
H -1.368 3.550 3.133 0.192
H -1.105 2.660 0.247 0.102
H -0.027 2.294 1.546 0.305
H 0.650 3.439 -0.851 -0.151
H 1.878 3.708 0.348 0.278
H 1.162 5.128 -0.463 0.301
H -3.139 4.843 2.496 0.269
H -2.047 5.253 1.441 0.270
C 1.700 -3.332 5.336 -1.663
C 1.220 -2.382 4.238 1.137
C 1.048 -0.982 4.822 -0.533
O 2.312 -0.413 5.120 -0.329
C 2.316 0.443 6.235 -0.780
N 2.175 -2.369 3.138 -0.726
H 2.525 -2.910 5.907 0.270
H 2.042 -4.277 4.904 0.415
H 0.853 -3.641 5.959 0.340
H 0.208 -2.662 3.934 -0.202
H 0.453 -0.971 5.747 0.540
H 0.495 -0.381 4.083 0.065
H 1.840 1.399 5.974 0.275
H 3.359 0.612 6.493 0.261
H 1.763 0.022 7.082 0.327
H 1.749 -1.869 2.354 0.440
H 2.939 -1.761 3.424 0.373
```

Density functional theory data (ωB97M-V with the def2-TZVPD basis set) for a molecular structure, C18H52FHfN2O12.

The relative energy (zero: lowest compared OMol25 entry of this formula, charge and spin) comes out at 0.0 kcal/mol. For the maximum force, the calculation gives 6.244 eV/A. The net charge is +3. The calculation puts the HOMO energy at -15.29 eV. The HOMO-LUMO gap is 2.3 eV.

```
86
Properties=species:S:1:pos:R:3:mulliken_charge:R:1
Hf 2.194 0.391 1.773 1.600
F 0.613 -0.525 0.259 0.561
C -2.780 1.806 0.694 -1.381
C -3.355 0.356 0.661 0.355
C -3.816 0.046 -0.766 -0.152
O -4.525 1.161 -1.333 -0.392
C -4.891 0.926 -2.701 -0.876
N -2.282 -0.562 1.110 -0.367
H -3.616 2.493 0.821 0.529
H -2.069 2.044 -0.097 0.182
H -2.273 2.060 1.625 0.245
H -4.256 0.376 1.273 0.478
H -4.328 -0.916 -0.757 0.506
H -2.996 -0.160 -1.454 -0.173
H -5.970 0.962 -2.850 0.331
H -4.595 0.073 -3.311 0.337
H -4.418 1.737 -3.256 0.314
H -1.423 -0.307 0.644 -0.277
H -2.456 -1.539 0.922 0.177
C -0.584 1.327 -2.597 -0.725
C 0.474 2.345 -2.434 2.006
C 0.950 3.044 -3.718 -1.086
O 2.009 3.935 -3.465 -0.308
C 2.469 4.461 -4.648 -0.852
N -0.011 3.380 -1.554 -0.523
H -1.425 1.759 -3.140 0.382
H -0.992 0.933 -1.665 -0.605
H -0.231 0.485 -3.191 0.422
H 1.328 1.794 -2.039 -1.015
H 0.138 3.690 -4.053 0.524
H 1.285 2.345 -4.484 0.454
H 3.361 5.047 -4.425 0.287
H 1.744 5.092 -5.161 0.334
H 2.955 3.849 -5.409 0.354
H 0.597 4.186 -1.539 0.384
H -0.039 3.031 -0.607 -0.044
C 1.067 2.211 4.176 -0.736
C -0.247 1.484 3.816 -0.361
O -0.102 0.702 2.637 0.068
O 2.228 1.380 3.971 -0.411
H 0.950 2.510 5.218 0.559
H 1.182 3.018 3.453 0.335
H -1.099 2.163 3.795 0.545
H -0.521 0.713 4.536 0.392
H -0.996 0.464 2.382 0.079
H 2.889 1.746 4.563 0.306
C -1.299 -2.916 -3.561 -0.679
C -0.968 -2.756 -2.039 0.532
O 0.180 -1.943 -2.046 -0.527
O -2.541 -3.525 -3.706 -0.511
H -0.549 -3.547 -4.038 0.426
H -1.273 -1.882 -3.905 0.150
H -0.864 -3.721 -1.544 0.124
H -1.769 -2.225 -1.526 -0.142
H 0.204 -1.400 -1.255 -0.028
H -2.394 -4.433 -3.982 0.352
C -1.213 -3.796 1.646 0.828
C -1.274 -4.627 2.900 -0.761
O -1.963 -3.981 4.052 -0.544
O -2.602 -3.721 1.158 -0.572
H -0.692 -4.420 0.919 0.262
H -0.677 -2.847 1.635 -0.554
H -0.247 -4.615 3.266 0.150
H -1.646 -5.645 2.786 0.425
H -2.818 -4.403 4.163 0.341
H -3.179 -3.434 1.870 0.329
C 4.139 1.662 -0.623 -0.338
C 5.018 1.979 0.618 -0.741
O 4.037 2.354 1.582 -0.511
O 3.232 0.567 -0.407 -0.391
H 4.626 1.577 -1.594 0.644
H 3.543 2.561 -0.779 0.276
H 5.518 2.927 0.419 0.533
H 5.722 1.186 0.869 0.334
H 4.538 2.825 2.251 0.303
H 3.033 0.128 -1.238 0.203
C 2.095 -2.567 3.322 -0.593
C 2.372 -3.005 1.843 -0.329
O 2.911 -1.919 1.044 -0.519
O 1.383 -1.337 3.312 -0.349
H 3.058 -2.253 3.725 0.383
H 1.875 -3.368 4.028 0.547
H 1.507 -3.399 1.310 0.142
H 3.062 -3.844 1.756 0.540
H 3.179 -2.352 0.230 0.304
H 0.600 -1.401 3.865 0.201
```

Density functional theory data (ωB97M-V with the def2-TZVPD basis set) for 8 unconnected molecules or ions with the total composition C18H52N2O8.

The relative energy (zero: lowest compared OMol25 entry of this formula, charge and spin) comes out at 194.7 kcal/mol. For the maximum force, the calculation gives 12.202 eV/A. The calculation puts the HOMO energy at -8.96 eV. The SMILES is NC(N)=O.CC(C)O.CC(C)O.CC(C)O.CC(C)O.CC(C)O.CO.CO. The HOMO-LUMO gap is 9.1 eV.

```
80
Properties=species:S:1:pos:R:3:mulliken_charge:R:1
C 0.384 -0.465 2.935 -0.542
O -0.656 -0.730 2.022 -0.431
H 0.376 0.613 3.180 0.217
H 1.332 -0.806 2.574 -0.078
H 0.090 -1.074 3.751 0.541
H -1.445 -0.493 2.521 0.316
C 0.174 1.623 -0.439 -0.299
O 0.609 0.969 -1.601 -0.824
H -0.387 2.562 -0.544 0.327
H 0.986 1.854 0.208 0.473
H -0.406 0.944 0.167 -0.526
H 1.172 0.242 -1.274 0.064
C 5.162 -0.670 0.237 0.425
O 6.497 -0.280 0.442 -0.758
N 4.493 -0.104 -0.748 -0.226
N 4.489 -1.315 1.071 -0.040
H 4.890 0.599 -1.368 0.207
H 3.563 -0.396 -0.944 0.193
H 4.903 -1.900 1.797 0.222
H 3.460 -1.539 0.962 -0.368
C -3.192 -0.572 -4.230 -1.585
C -1.900 0.132 -3.762 0.645
C -2.412 1.296 -2.865 -1.260
O -1.055 -0.506 -3.100 -0.381
H -2.852 -1.451 -4.754 0.380
H -3.870 -0.017 -4.872 0.436
H -3.795 -0.856 -3.400 0.329
H -1.418 0.522 -4.702 0.160
H -2.762 0.889 -1.882 0.105
H -3.234 1.888 -3.354 0.373
H -1.602 1.903 -2.642 0.449
H -0.514 0.111 -2.595 0.415
C 1.408 -2.360 -1.662 -1.512
C 1.409 -2.207 -0.171 2.784
C 2.282 -3.237 0.469 -2.341
O 1.624 -1.024 0.126 1.688
H 1.012 -1.457 -2.134 -0.096
H 1.091 -3.289 -1.956 0.589
H 2.425 -2.411 -1.979 0.553
H 0.437 -2.502 0.177 -0.969
H 1.868 -4.219 0.327 0.432
H 2.294 -3.062 1.594 0.403
H 3.294 -3.246 0.098 0.588
H 0.784 -0.625 0.400 -1.180
C -3.364 3.798 -0.130 -1.094
C -3.906 2.965 0.944 0.293
C -2.934 1.930 1.367 -0.271
O -4.212 3.666 1.922 -0.494
H -4.132 4.454 -0.607 0.375
H -3.069 3.143 -0.932 0.061
H -2.601 4.403 0.318 0.322
H -4.841 2.497 0.548 0.303
H -3.421 1.180 1.968 0.277
H -2.105 2.459 1.863 0.272
H -2.388 1.440 0.592 -0.430
H -5.100 3.939 1.801 0.416
C -1.760 -3.873 -1.558 -1.264
C -2.197 -3.263 -0.209 0.583
C -2.526 -1.762 -0.367 -0.644
O -3.213 -3.740 0.320 -0.585
H -0.889 -4.509 -1.359 0.232
H -1.541 -3.162 -2.360 0.179
H -2.515 -4.568 -1.922 0.497
H -1.359 -3.388 0.473 0.111
H -2.891 -1.273 0.554 0.293
H -3.268 -1.681 -1.196 0.213
H -1.689 -1.143 -0.664 -0.073
H -3.253 -3.381 1.211 0.440
C 1.957 2.945 2.533 -1.304
C 2.994 1.831 2.285 1.580
C 4.540 2.289 2.369 -1.570
O 2.947 0.970 3.162 -0.583
H 2.254 3.856 2.015 0.409
H 1.966 3.260 3.576 0.464
H 0.919 2.558 2.221 -0.071
H 2.725 1.304 1.405 -0.369
H 4.559 3.198 2.959 0.449
H 4.753 2.639 1.383 0.393
H 5.229 1.470 2.592 0.323
H 3.355 0.178 2.830 0.369
```

LUMO for every record listed, in sequence, given in eV: 2.565; -12.962; 0.133.